The following is a quantum chemistry calculation of one molecule with the formula C14H14N2O3S3, from OMol25.

The structure (SMILES) is CC1(C)OC(=S)Nc2ccc(NS(=O)(=O)c3cccs3)cc21. For the molar mass, the calculation gives 354.478 g/mol. The calculation puts the energy relative to the best compared isomer or geometry (same formula, charge and spin) at 35.9 kcal/mol. The HOMO energy comes out at -8.0261 eV. Its total charge is 0.

XYZ file:
```
36
Properties=species:S:1:pos:R:3:forces:R:3
C 0.233419 -2.566025 1.589406 0.2 1.7 -2.2
C -1.073964 -1.821453 1.257025 2.8 1.8 -2.2
C -1.060011 -0.370824 1.781108 0.3 1.2 0.3
O -2.094284 -2.464086 1.871201 -2.8 -1.3 -0.5
C -3.245299 -2.739336 1.220033 -0.3 -1.7 -0.3
S -4.409918 -3.458537 2.113937 -0.6 0.2 0.0
N -3.350975 -2.664513 -0.163790 0.3 -0.1 1.0
C -2.381117 -2.136728 -0.994442 2.6 1.2 1.6
C -2.593529 -1.788112 -2.324714 3.0 2.6 0.8
C -1.694724 -0.783888 -2.901710 -3.2 -3.1 0.0
C -0.500854 -0.467553 -2.299874 -2.1 0.3 -0.4
N 0.202502 0.523190 -2.954311 3.7 1.0 2.8
S 0.964029 1.803210 -2.025074 -4.4 1.1 0.0
O 0.128802 2.031974 -0.797236 2.5 -0.6 -2.8
O 1.099643 2.874819 -2.993070 0.1 -0.9 0.8
C 2.492747 1.187314 -1.548899 -1.2 1.3 2.0
C 3.192775 0.247221 -2.161425 2.2 -0.8 0.7
C 4.286411 -0.173572 -1.270397 -1.8 2.3 0.6
C 4.308875 0.479091 -0.052563 -0.5 0.6 -0.5
S 3.003037 1.699707 0.063699 1.0 -2.1 -1.0
C -0.241571 -0.916803 -1.032212 -1.4 -2.6 1.5
C -1.178380 -1.748740 -0.281881 -0.2 1.8 -2.8
H 0.330172 -3.418886 0.928698 0.0 -0.4 0.2
H 0.239376 -2.804211 2.595095 0.2 -0.7 2.1
H 1.070750 -1.866796 1.356228 -0.4 -0.6 0.3
H 0.000186 -0.034497 1.831735 -0.7 0.0 0.0
H -1.565268 0.361694 1.064689 0.3 -1.1 1.2
H -1.482829 -0.333999 2.836655 0.4 0.0 -1.4
H -4.155553 -3.065691 -0.610995 -0.4 -0.1 0.6
H -3.505021 -2.021747 -2.773733 -1.3 -0.3 -0.8
H -2.106427 -0.341249 -3.828483 0.9 -0.1 0.5
H -0.210850 0.867388 -3.759872 -0.7 1.0 -1.7
H 3.009434 -0.033803 -3.192408 0.0 -0.4 0.3
H 5.074659 -0.742973 -1.595292 1.6 -1.7 -0.6
H 5.053499 0.384029 0.771412 -0.8 0.1 -1.0
H 0.713969 -0.679162 -0.653871 0.7 0.4 1.0
```
Forces are in eV/Å.

Atomic partial charges in e from the Löwdin method, atoms 1 to 2: 0.02 -0.55